Computed, not measured: the molecule CH3N3S2 in a non-equilibrium geometry, with ωB97M-V with the def2-TZVPD basis set.

As for the energy relative to the best compared isomer or geometry (same formula, charge and spin): 118.3 kJ/mol. As for the LUMO energy: 0.33 eV. The SMILES is NN1N=CSS1. The total energy comes out at -27223.2373 eV. The value obtained for the HOMO energy is -7.789 eV.

Each line ends with the natural charge from an NBO analysis.
Cartesian coordinates (Å):
C -0.78467 1.43271 0.31248  -0.091
N 0.26479 0.74946 0.46108  -0.224
N 0.31356 -0.54714 0.41332  -0.146
N 1.26184 -1.33743 -0.30311  -0.640
S -2.30073 0.68383 -0.38236  0.064
S -1.47653 -1.14445 0.03313  0.107
H -0.85103 2.42212 0.65799  0.220
H 2.19483 -1.16870 0.10202  0.367
H 1.37794 -1.09039 -1.29456  0.343

---

Computed, not measured: a cluster of 2 separate species, CH3N3Si in total in a non-equilibrium geometry, with ωB97M-V with the def2-TZVPD basis set.

As for the energy relative to the best compared isomer or geometry (same formula, charge and spin): 430.4 kJ/mol. As for the LUMO energy (spin up / spin down): -1.36 / -1.35 eV. The total energy comes out at -13425.8716 eV. The value obtained for the HOMO energy (spin up / spin down) is -9.268 / -9.266 eV.

Each line ends with the natural charge from an NBO analysis.
Cartesian coordinates (Å):
C -1.27290 1.00409 1.06685  -0.093
N -1.31665 0.51993 -0.07051  -0.096
N -1.43590 -0.18399 -1.00081  0.025
N 0.53366 -0.35738 -1.60369  -0.915
Si 1.34089 -0.91643 -0.29364  1.273
H -1.43840 2.00440 1.16194  0.185
H 0.89558 -0.85914 1.06682  -0.189
H 2.69373 -1.21148 -0.32695  -0.189

---

Computed, not measured: a cluster of 2 separate species, CH3N4 in total in a non-equilibrium geometry, with ωB97M-V with the def2-TZVPD basis set.

As for the charge: +1. As for the energy relative to the best compared isomer or geometry (same formula, charge and spin): 444.9 kJ/mol. As for the LUMO energy: -5.22 eV. The total energy comes out at -7033.9807 eV. The value obtained for the HOMO energy is -17.219 eV.

Each line ends with the natural charge from an NBO analysis.
Cartesian coordinates (Å):
C 0.86492 -2.21584 -0.67193  0.224
N -0.50772 1.35564 0.37148  0.458
N -1.27661 1.73930 1.14966  -0.275
N 0.85710 -1.25106 -1.28357  -0.404
N 0.42875 1.13142 -0.22993  -0.207
H -2.01938 2.08246 1.60350  0.480
H 0.84707 -3.17377 -0.21337  0.266
H 0.80586 0.33185 -0.72584  0.458

---

Computed, not measured: a structure of composition CH3N4 in a non-equilibrium geometry, with ωB97M-V with the def2-TZVPD basis set.

As for the charge: +1. As for the energy relative to the best compared isomer or geometry (same formula, charge and spin): 713.1 kJ/mol. As for the LUMO energy: -7.43 eV. The total energy comes out at -7031.2013 eV. The value obtained for the HOMO energy is -15.992 eV.

Each line ends with the natural charge from an NBO analysis.
Cartesian coordinates (Å):
C -0.07954 -0.23509 -0.01647  0.618
N -1.50620 -0.63026 -0.35275  -0.098
N -1.83635 0.53182 -0.19914  0.150
N -0.55344 0.99494 0.05491  -0.432
N 1.03139 -0.91681 0.03422  -0.674
H -0.01596 2.70741 0.33083  0.499
H 1.04882 -1.96942 -0.10581  0.483
H 1.91127 -0.48259 0.25420  0.454